28
Properties=species:S:1:pos:R:3:forces:R:3 method="wB97M-V/def2-TZVPD" relative_energy_kcal_mol=4.92 total_charge=-1
H -0.4428 2.1699 -3.3802 -0.18 0.02 0.23
H 0.8520 -0.3496 -2.4535 0.17 0.05 0.01
H 0.9781 1.4955 1.2205 0.07 -0.32 -0.16
O 3.0981 1.9184 0.9233 1.19 -2.23 -0.19
H 0.5736 -2.1949 0.5121 -0.42 0.11 0.03
C 2.2402 -0.1437 0.8400 -2.72 -0.78 0.29
C -0.2363 -0.3035 1.1972 -1.21 -1.06 0.03
H -1.2804 0.8389 -2.5241 -0.10 -0.01 -0.01
O 4.5275 0.2576 0.6233 -2.78 0.24 0.49
N -4.9296 -2.9912 1.6129 2.18 1.25 -0.14
C -2.6744 -1.7003 1.4247 0.38 0.41 0.02
H -3.5054 0.1564 2.1509 0.31 -0.16 -0.16
C -0.3223 -1.6790 0.8623 -0.18 0.58 0.18
C -0.4131 1.5057 -2.5028 -1.18 0.36 -0.04
C -1.4136 0.3474 1.6666 0.98 -0.26 -0.30
C 0.8075 0.7300 -2.4858 1.72 -0.89 0.25
H -0.4868 2.1389 -1.6030 -0.15 0.14 -0.23
N 1.9585 1.4281 -2.5090 -2.25 0.11 -0.23
H -1.5849 -3.4164 0.7031 0.00 0.30 0.06
C -3.9159 -2.4093 1.5327 -2.21 -1.27 0.14
O 1.7683 2.6847 -2.6073 1.11 0.53 0.12
N 3.3595 0.6911 0.7839 2.52 3.51 -0.23
C -1.5272 -2.3603 0.9688 0.21 -0.09 -0.02
C -2.6077 -0.3438 1.7800 -0.17 -0.10 0.04
C 1.0120 0.4152 1.0740 1.93 -0.13 -0.20
O 3.1015 0.9209 -2.4566 0.65 -0.42 0.20
H -1.3499 1.4016 1.9475 -0.08 -0.34 -0.15
H 2.4136 -1.2084 0.6985 0.21 0.45 -0.03



14
Properties=species:S:1:pos:R:3:forces:R:3 method="wB97M-V/def2-TZVPD" relative_energy_kcal_mol=43.68 smiles="C[C@H]1C[C@H]1C=O" total_charge=0
H 2.0608 -0.0363 -0.7284 0.01 -0.41 0.01
O -0.1224 1.9959 1.9924 0.08 -0.35 -0.06
H -0.6745 1.7610 -0.5349 -0.17 0.00 0.19
C 1.4071 -0.8591 -0.3947 0.07 0.01 0.07
C -1.4380 -0.3370 -0.3520 0.10 -0.13 0.24
H -2.3173 0.0210 -0.9070 0.81 -0.70 -0.61
C -0.5223 0.8173 -0.0240 0.09 0.37 0.09
C 0.0234 -0.3233 -0.8483 0.22 0.31 0.08
C -0.2048 0.9370 1.4156 0.02 0.35 0.10
H 1.6532 -0.9539 0.6669 -0.67 -0.08 0.01
H 0.2035 -0.0915 -1.9015 -0.81 0.18 0.23
H -1.7858 -0.9792 0.4624 0.57 0.12 -0.10
H 1.7621 -1.7760 -0.8773 -0.38 0.12 -0.09
H -0.1276 -0.0242 1.9795 0.06 0.19 -0.16



111
Properties=species:S:1:pos:R:3:forces:R:3 method="wB97M-V/def2-TZVPD" total_charge=-1
F 4.4507 -1.4535 -2.1470 -0.07 0.20 -0.10
C -8.2805 9.4939 1.1667 0.08 0.00 -0.02
H -4.9674 9.5773 0.4805 0.01 -0.02 0.00
C -7.2913 3.8473 -0.9960 -0.02 -0.19 0.17
H 2.4662 1.2979 -5.1023 0.00 0.02 -0.02
F 2.8352 1.3867 4.8929 -0.02 0.08 0.08
H 1.0484 -1.5716 1.0800 -0.11 -0.16 -0.11
H -7.4280 4.2512 -1.9887 0.00 0.03 -0.01
H 5.6934 4.7233 -3.5879 0.00 0.01 -0.01
C -2.9309 -0.7926 -0.7567 -0.19 0.18 0.33
C -2.6775 0.7222 -0.8850 -0.28 -0.69 -0.56
H -9.2699 4.3492 -0.3378 -0.01 0.02 0.00
C -5.9231 2.7560 0.6219 -0.07 0.05 -0.08
C 4.0191 4.2984 -4.8521 0.00 0.12 -0.04
H 4.5482 3.0171 5.9264 -0.02 -0.01 -0.01
H 4.9445 -6.9824 -3.7479 -0.01 0.01 0.00
H -9.6667 8.0488 0.3567 0.01 -0.02 -0.01
H 6.3129 2.3564 7.5530 0.01 0.01 -0.01
H -5.2566 3.2162 -1.3538 0.02 -0.01 0.03
H 1.8944 -2.8424 -2.2968 0.28 0.07 -0.12
H 0.2417 -5.3732 -0.1672 0.18 0.07 -0.02
H -0.7175 -4.7207 2.2631 -0.24 0.25 0.21
C 5.0956 -8.9486 -2.9011 -0.02 0.06 0.03
C 2.3403 0.7693 1.8167 0.21 0.12 0.04
H -1.2283 -1.4664 2.2099 0.04 -0.01 0.04
C -5.9969 9.2464 0.4595 -0.07 0.01 0.02
C -8.6435 8.3970 0.3989 -0.12 -0.03 0.00
C 3.8815 -0.2972 6.1484 -0.09 -0.10 -0.04
H -3.2758 -0.6654 1.3187 -0.01 -0.04 0.06
C -8.1452 3.3716 1.2017 0.03 0.02 -0.07
H 5.8315 2.4232 -2.6900 -0.02 -0.01 0.03
C -7.6662 7.7432 -0.3237 0.05 0.07 0.08
H -8.9492 3.4143 1.9245 0.00 -0.02 0.01
H -9.0323 10.0152 1.7438 -0.02 0.00 0.00
H -1.2727 -5.6594 -0.9854 0.03 -0.08 -0.02
H -5.6109 7.5982 -0.8823 -0.02 -0.02 -0.01
H 5.1203 -10.7952 -1.7781 -0.02 0.00 0.02
C 4.8611 -9.7447 -1.7885 0.04 -0.13 -0.01
H 1.2517 0.7766 1.7832 -0.06 -0.19 0.01
C 3.1316 3.3215 -5.2543 0.08 -0.02 0.08
S 2.0609 -4.6129 2.5132 -0.02 -0.05 0.06
H -6.6824 10.7778 1.7961 0.00 0.00 0.00
C 3.9358 -7.8339 -0.6306 -0.07 0.03 0.13
C 4.6509 1.9919 6.2555 -0.01 0.13 -0.02
H 1.5275 -0.7353 -2.4360 -0.07 0.04 -0.01
Cl -0.0498 -6.4737 -3.1771 0.01 0.06 -0.01
H 2.7412 0.7562 -1.3812 -0.02 0.02 -0.07
P 0.0987 -2.3759 0.3332 -0.45 1.17 0.39
H 1.2902 -4.8289 -2.2273 0.02 0.22 -0.08
H -3.1562 -2.3053 0.7954 0.18 -0.15 -0.12
C 4.8727 -0.6646 7.0460 0.03 0.07 0.02
O 0.1790 -1.2833 -1.0512 0.14 -0.11 0.40
H -1.7633 -3.9041 0.3190 -0.28 0.31 -0.06
C 3.7915 1.0271 5.7699 0.09 -0.08 0.06
H -1.5867 -3.2038 -1.3202 -0.17 0.20 0.13
C -6.3461 8.1446 -0.3071 0.10 -0.05 -0.06
C 4.2831 -9.1689 -0.6750 0.02 0.09 -0.10
H -3.1353 0.8672 -2.8717 0.01 -0.16 -0.14
H -0.8636 -0.2600 1.0120 0.12 0.01 -0.05
S 3.9300 -2.6871 -1.3131 -0.29 -1.39 0.89
O 4.1594 -3.8381 -2.1300 0.14 0.37 -0.34
C 2.1402 -2.4152 -1.3136 -0.79 -0.05 -0.64
C 2.9239 0.0080 0.6283 -0.53 0.41 0.24
H -0.2302 -4.1488 -2.9188 0.09 0.14 -0.03
C -0.4348 -4.9596 -0.9137 -0.76 0.03 -0.05
N -2.3805 1.1340 -2.2577 0.21 0.57 0.29
H -2.3155 -1.2945 -1.4993 0.03 -0.12 0.02
C -1.0610 -3.6204 -0.4635 0.93 -0.72 0.00
F -8.0104 6.6732 -1.0666 -0.06 0.17 -0.08
C 2.1155 0.2265 -0.6657 0.31 -0.35 0.30
H 2.6810 1.8043 1.8126 -0.10 0.07 -0.08
H -1.5225 0.7077 -2.5797 -0.02 -0.17 -0.07
H 3.9252 -5.9975 -1.7297 0.01 -0.01 0.03
H 1.2673 0.8741 -0.4426 -0.04 0.08 -0.05
F 4.0512 -9.9463 0.4080 0.00 -0.01 0.00
H 4.9631 -1.6999 7.3454 -0.02 -0.01 -0.01
C 4.7588 -7.6026 -2.8810 0.01 0.00 -0.02
F -4.7422 2.1991 0.9510 -0.14 0.09 0.22
H 0.0558 -2.9199 3.3347 -0.45 0.01 -0.08
H 3.1893 -1.0219 5.7409 0.01 0.00 -0.04
C 4.1684 1.7125 -3.8391 0.02 0.05 -0.01
H 3.0139 -1.0403 0.8924 0.25 0.00 -0.17
H 5.5422 -9.3844 -3.7857 0.01 -0.01 0.00
C 1.5122 -1.0000 -1.3724 0.15 0.28 -0.66
C 4.1821 -7.0462 -1.7466 -0.03 -0.11 -0.01
H 4.2303 0.7063 -3.4466 -0.01 -0.01 0.02
C 5.6331 1.6128 7.1587 -0.02 -0.08 0.00
C 5.7468 0.2869 7.5538 0.02 0.00 0.02
H -3.5855 1.2428 -0.6007 0.15 0.12 0.24
H -6.7721 2.3736 2.5419 0.03 0.00 -0.01
C -2.6943 -1.3273 0.6596 -0.15 0.69 0.10
C -6.9602 9.9211 1.1970 0.00 0.03 0.02
C 4.9938 3.9682 -3.9207 -0.03 -0.08 -0.01
H -1.8706 1.0197 -0.2208 0.09 0.20 -0.08
H 3.9424 5.2961 -5.2631 -0.03 -0.01 0.00
C -6.0788 3.2701 -0.6515 0.11 0.02 -0.15
C 0.2121 -4.9117 -2.2867 0.13 -0.52 0.19
F 2.1793 3.6393 -6.1586 -0.01 0.00 -0.01
Br 4.7716 0.6688 0.3893 0.09 -0.10 0.03
H 6.5180 -0.0047 8.2542 0.00 0.00 0.00
C -1.2408 -1.2749 1.1327 -0.26 -0.69 -0.01
C -6.9341 2.7928 1.5581 -0.02 -0.04 0.12
C -8.3255 3.8970 -0.0688 -0.03 -0.03 -0.03
P 0.3063 -3.7421 2.2158 1.00 -0.45 -0.19
H 3.4803 -7.4192 0.2603 0.01 0.00 0.00
C 3.1847 2.0326 -4.7639 -0.07 -0.10 -0.03
H -3.9873 -0.9630 -0.9894 0.04 -0.15 -0.27
O 1.5391 -3.1812 -0.3570 0.52 0.01 0.01
H 2.6647 0.3368 2.7584 0.00 -0.08 0.02
O 4.5070 -2.6549 -0.0177 0.17 0.50 -0.14
C 5.0716 2.6780 -3.4160 0.06 -0.01 0.05



43
Properties=species:S:1:pos:R:3:forces:R:3 method="wB97M-V/def2-TZVPD" total_charge=+1
C -2.3783 0.9948 -1.1610 0.33 -0.24 -0.07
C 0.4348 -5.0896 4.6251 2.26 -0.33 0.08
C -1.1074 1.2265 -0.8282 -0.46 -0.01 -0.62
K -0.1925 5.5854 -1.3435 0.58 2.91 1.94
H 0.9629 -5.8342 5.2511 -0.48 -0.09 0.16
N 3.7946 0.3298 1.5753 0.32 -1.52 1.31
C -3.2450 2.1564 -1.6095 0.04 -0.06 -0.07
Br 3.5445 1.3904 -0.5183 0.04 1.82 -2.80
H -3.1236 3.8376 -3.1009 -0.18 0.18 0.36
H 0.8610 -0.0194 -2.4780 -0.14 -0.19 -0.02
H -2.3697 -1.1901 -1.1227 0.08 0.11 0.21
Mg -2.3002 -5.1626 6.4132 2.31 0.39 -2.11
C -1.2924 3.4879 -2.0849 0.41 -1.59 -0.41
H 2.0398 -0.5772 -1.3153 -0.15 0.11 0.38
C -2.5657 3.2607 -2.3636 -0.25 -0.08 -0.23
C -3.0529 -0.3455 -1.1349 -1.82 0.24 -0.48
O 0.2279 3.1278 -0.2653 -0.13 0.39 -0.17
O -0.8956 -4.8964 4.8935 -2.81 -0.28 1.82
O 0.9569 0.6805 0.5824 -0.28 0.95 -0.12
H 6.3294 0.3953 1.4439 -0.06 0.03 -0.04
O 4.1123 -1.7481 0.6918 -0.18 -0.13 -0.23
F -3.0398 6.4794 -2.9853 1.38 -1.04 0.01
O -4.4240 2.1497 -1.3893 -0.21 -0.07 -0.07
Br -5.6435 -1.1905 -2.4666 0.50 0.08 0.28
H 2.7942 0.1734 1.5970 0.19 -0.07 0.20
H 0.7747 -1.7190 -1.8210 -0.34 0.14 -0.01
C 4.5925 -0.7132 1.0935 -0.19 0.38 0.84
H 0.6569 -5.4408 3.6057 -0.70 0.04 -0.06
O -3.3239 -0.1306 -3.4719 -0.37 -0.08 -0.09
S 0.0306 -0.0272 -0.2374 2.59 -0.59 2.36
Li -1.8735 -2.7030 1.0579 1.98 0.62 1.22
C -3.8503 -0.4755 -2.4623 0.77 0.22 -0.19
Li -0.5075 4.2719 -4.9717 -0.42 0.14 -0.06
C -0.6196 2.6349 -0.9631 0.45 0.71 -0.74
H -0.7150 4.2734 -2.6324 -1.09 -1.98 -0.13
C 0.9907 -0.6723 -1.6123 -0.43 0.09 -0.37
N 5.9278 -0.4615 1.1143 0.17 -0.03 0.08
O -0.5749 -1.0767 0.5536 -2.12 -0.71 -1.73
H 4.1614 1.1930 1.9314 0.03 -0.14 0.14
F 0.0907 -2.4264 2.7436 -1.32 -0.45 -0.71
H 1.0705 -4.1997 4.7194 -0.60 0.32 0.06
H 6.5336 -1.1849 0.7744 -0.01 0.01 -0.03
H -3.7923 -0.3644 -0.3275 0.33 -0.20 0.16



56
Properties=species:S:1:pos:R:3:forces:R:3 method="wB97M-V/def2-TZVPD" relative_energy_kcal_mol=51.71 smiles="C[C@@H]1CCc2c(sc3nc(C4CC4)nc(N4CCN(C(=O)c5ccco5)CC4)c23)C1" total_charge=0
H 4.6783 3.3093 2.5757 -0.08 -0.04 0.01
C 2.6234 0.9719 1.0591 0.18 0.04 0.09
C -0.8570 -1.6579 -4.0308 0.17 -0.08 0.37
C 0.2811 0.3513 2.0713 -0.71 -0.07 0.42
C -2.5353 0.4476 -6.5131 -0.08 0.38 0.41
H 3.2987 4.9384 1.4657 -0.03 0.11 -0.01
H -3.7028 -2.3811 1.3712 0.10 0.03 -0.07
H -2.0577 -3.7798 2.6133 0.08 0.04 -0.08
C -2.9594 -1.9215 3.4047 -0.19 -0.09 0.13
C -0.5541 -0.0725 -2.1179 -0.03 0.54 0.22
C 3.2497 3.9137 1.1042 0.16 -0.12 0.18
H 3.2089 2.5562 4.2620 0.01 0.06 0.02
C -2.9117 -3.4077 3.1572 0.03 -0.13 0.06
C 0.4369 -0.0007 -0.9530 0.07 0.20 -0.36
H 2.7447 -0.0873 0.8227 0.00 0.02 -0.11
C 3.9120 1.5261 1.6655 -0.05 0.09 -0.08
C -0.3797 -2.2553 -0.5259 -0.05 -0.28 -0.14
H 2.4245 1.5020 0.1254 -0.01 -0.09 -0.08
O -1.9975 0.5494 -4.3543 0.04 0.03 0.41
C -0.4675 0.6346 3.2321 0.31 0.03 -0.44
H -0.2594 -3.3690 -2.3773 0.11 0.12 0.15
H 4.2276 0.8869 2.4928 0.05 -0.07 0.00
C -0.2849 -0.6822 1.2824 0.03 0.04 0.36
H -2.9294 0.7118 -7.4724 -0.11 0.12 -0.17
N -0.4369 -1.3538 -2.7779 0.06 -0.10 0.06
H 0.3500 0.9795 -0.4830 0.06 -0.05 -0.07
H -1.6105 -1.5650 -6.8018 0.07 -0.22 -0.06
H 1.4521 -0.1169 -1.3485 -0.06 0.16 0.03
C 1.5699 2.0126 3.0492 -0.38 -0.11 0.04
H -0.3253 0.7324 -2.8198 -0.03 -0.08 0.18
H 4.7012 1.5139 0.9112 0.05 -0.02 0.02
H 2.3479 3.9230 3.5687 0.04 0.05 0.03
C -2.5968 1.1858 -5.3698 -0.22 0.03 -0.76
H 1.1925 -2.4296 -1.9988 -0.04 -0.09 -0.02
S 0.2113 1.9414 4.1491 0.21 -0.21 -0.35
N -1.5336 -0.0288 3.6440 -0.41 -0.11 0.44
H -3.0258 2.1458 -5.1581 -0.02 0.11 0.13
H -3.3675 -1.5664 4.3408 -0.04 -0.08 -0.03
C 3.7165 2.9502 2.1937 0.01 0.02 0.02
C 0.0970 -2.4257 -1.9574 0.04 -0.34 0.10
C -3.8931 -2.5713 2.4156 -0.13 0.01 -0.06
H -4.9380 -2.6326 2.6781 -0.05 -0.01 0.10
C -1.8586 -1.0830 2.9123 0.19 0.42 0.09
O -0.6819 -2.7715 -4.5040 -0.08 0.05 -0.27
H 2.2216 3.7076 0.8187 -0.15 0.00 -0.10
H -1.5751 0.0801 -1.7433 0.12 0.09 -0.02
C -1.5347 -0.6302 -4.8372 -0.19 -0.41 -1.28
C 1.4816 1.1362 2.0174 0.31 0.35 0.08
H -1.4761 -2.2433 -0.4953 0.12 -0.08 -0.04
N 0.1663 -1.0260 0.0339 0.06 -0.15 0.04
N -1.2852 -1.4144 1.7598 0.07 -0.14 -0.25
C -1.8503 -0.7356 -6.1698 0.31 -0.08 0.83
H -3.2650 -4.0591 3.9416 -0.07 0.01 0.07
C 2.7149 2.9164 3.3536 0.25 0.03 0.04
H 3.8830 3.8329 0.2233 0.04 0.03 -0.14
H -0.0407 -3.0890 0.0931 -0.12 -0.02 -0.11



88
Properties=species:S:1:pos:R:3:forces:R:3 method="wB97M-V/def2-TZVPD" total_charge=+1
H 5.6592 1.0434 0.0377 -1.20 -0.97 -0.15
H -5.6609 1.3470 0.9490 1.68 0.67 -0.33
N 3.6309 2.9724 -1.2019 -0.87 3.48 2.69
C -1.6794 3.0344 0.7860 -3.13 -0.68 -0.41
H 3.9927 -3.9473 -0.9282 -0.01 -0.05 0.06
C 2.9477 -1.4453 -5.9495 0.07 -0.02 0.04
H -10.7643 4.7026 1.1273 0.09 -0.01 -0.04
H 5.1100 -0.6985 0.2289 -0.68 1.58 0.09
Br 0.8713 2.1659 -2.0346 1.79 1.34 1.16
H 2.7518 -7.0859 1.7195 -0.02 0.09 -0.05
C -7.3207 4.1417 -0.5416 -0.07 -0.01 0.03
H -8.7833 4.1851 2.5203 0.00 0.01 -0.09
O 2.5291 6.3789 2.9420 -0.42 -1.58 -3.36
H -1.8910 -5.2466 2.9486 -0.03 -0.04 0.05
C -3.2893 -6.5390 3.9481 0.03 0.01 0.04
H 5.8060 -3.1988 -6.4721 -0.10 0.02 0.04
H 5.2935 -3.9555 -4.1701 -0.07 0.04 -0.05
O 0.5553 3.2858 1.7516 -2.88 1.93 -3.57
C 3.2658 -4.3613 -0.2370 -0.10 0.00 0.09
H -3.9515 -6.6133 3.0916 0.06 0.01 0.08
C 2.2286 3.2690 -1.0853 -0.32 1.61 1.21
C -3.8664 2.0454 -0.4805 1.23 0.54 2.70
C 2.6628 -1.8670 -4.6542 0.09 0.04 -0.02
H -6.5771 3.8300 1.4519 -0.05 0.05 -0.04
C -3.8326 2.1318 2.1708 1.75 0.79 -2.38
C -8.4327 4.4375 -1.3241 -0.02 -0.01 0.08
C -2.7496 -7.1155 6.2253 0.02 0.05 -0.10
H -4.4445 1.7813 -1.4410 1.29 0.52 1.62
H -1.9258 2.7984 -1.5689 -0.96 -0.15 1.89
C 4.0765 -1.9282 -6.6055 -0.01 0.01 0.10
C 4.5570 3.8051 -0.4382 -1.94 1.73 1.34
C -3.6005 -7.2081 5.1276 0.08 0.05 0.01
H 0.2527 -3.6462 1.1513 0.07 -0.05 -0.02
H 5.3806 1.9389 -1.8994 -2.05 0.24 0.01
H -0.9192 -6.2903 6.9945 -0.07 0.00 -0.08
H 5.6690 3.5555 -0.5083 -1.96 0.22 -0.11
H -10.5373 4.8783 -1.3325 0.07 -0.03 0.05
H -4.5062 -7.8019 5.1920 0.08 0.05 -0.01
C 3.9239 1.9123 -3.5774 -0.15 0.28 -0.08
O 0.2407 4.6906 -0.0963 1.80 -2.81 0.50
C -8.6849 4.2562 1.4421 0.02 -0.01 -0.08
H 4.1094 0.7410 0.9716 0.97 -0.85 -1.48
C 4.6355 -3.2517 -4.6693 -0.03 0.08 -0.01
C -9.7975 4.5484 0.6594 0.06 0.00 -0.03
C 3.5038 -2.7731 -4.0154 0.06 0.08 -0.03
H 4.4173 -6.1349 0.1528 -0.09 0.05 0.01
C 3.5031 -5.5915 0.3684 -0.04 0.02 0.01
H 2.9411 1.4001 -3.8581 1.47 0.68 0.53
H 4.9454 5.5366 1.0523 -1.29 -0.83 -0.92
C -1.5857 -6.3578 6.1408 -0.04 0.00 -0.04
H 4.7776 1.3530 -4.1229 -1.42 1.02 0.96
H -6.3551 3.9792 -1.0105 -0.06 0.04 0.05
H -1.8421 3.0297 3.1024 -1.02 -0.46 -1.52
C 2.5680 -6.1257 1.2493 -0.03 0.10 -0.04
C 4.9225 -2.8275 -5.9632 -0.05 0.03 0.03
C -2.4236 2.6469 -0.5450 -1.92 -0.36 2.96
H -0.3695 -5.0927 4.8974 -0.06 -0.04 0.02
H 4.2970 -1.6030 -7.6165 -0.02 -0.03 0.08
H 3.8615 3.0084 -3.9443 0.29 -1.79 0.56
C 2.0966 -3.6610 0.0454 0.07 -0.10 0.04
C 4.7335 0.3704 0.0696 -0.19 -0.25 -0.07
C 2.2113 6.5253 1.5486 -1.52 2.85 0.52
H 4.1197 -0.4709 -1.9873 -0.22 1.51 0.64
C 1.6374 4.4355 -0.2097 3.69 0.47 0.26
C -4.6087 1.7732 0.8744 4.50 1.91 0.30
C -9.6710 4.6439 -0.7231 0.09 -0.03 0.05
H 2.2906 -0.7404 -6.4483 0.04 -0.08 0.02
C 1.1632 -4.1935 0.9292 0.04 -0.02 -0.01
C 1.3961 -5.4279 1.5275 0.07 0.04 -0.04
C 2.6308 5.3116 0.5941 1.48 -2.51 -1.70
O 1.6754 7.5773 1.1585 2.27 -4.43 1.02
H 2.7777 0.3360 -0.9955 1.40 0.21 -0.83
H 3.2781 -3.1057 -3.0075 -0.03 -0.02 -0.08
C -1.2762 -5.6856 4.9624 -0.08 -0.04 -0.03
C 3.8685 0.4182 -1.3191 0.68 0.85 1.60
C -2.1300 -5.7738 3.8666 0.01 -0.06 0.11
H 1.9130 -2.6994 -0.4239 -0.01 -0.06 0.02
H 0.6651 -5.8461 2.2116 0.06 0.02 -0.05
C 4.1413 4.9750 0.4780 -2.72 -2.65 -2.40
H 1.7832 -1.4892 -4.1418 0.03 -0.07 -0.05
H -8.3349 4.5073 -2.4024 -0.01 0.00 0.09
H -2.9933 -7.6350 7.1457 0.03 0.04 -0.08
H 2.6515 5.4002 3.0764 -0.04 1.16 0.16
C -7.4455 4.0552 0.8416 -0.11 0.00 -0.05
C 4.2310 1.8533 -1.9990 0.54 -2.19 -1.45
C -0.2379 3.6843 0.8494 0.86 -2.54 3.30
C -2.3960 2.7610 2.1418 -1.44 -0.82 -3.22
H -4.2675 1.9765 3.2280 0.61 0.20 -2.09



How do the records compare in HOMO energy? In the order shown, they have -2.97 -9.73 -4.75 -7.23 -7.82 -10.66 eV.